# 1
Formula: C2O6S
Source: the OMol25 dataset
Level of theory: ωB97M-V with the def2-TZVPD basis set

E_LUMO (alpha / beta)   0.234 / 0.206 Ha
F_max   2.80 eV Å⁻¹
Net charge   -2
Orbital gap (alpha / beta)   6.51 / 8.13 eV
Spin multiplicity   3

Last column: Mulliken charge in e.
Positions of all 9 atoms, in Å:
C: 0.509 -2.638 -1.186  0.58
C: 0.270 -1.353 -0.097  0.02
O: 1.374 -2.517 -2.021  -0.62
O: 0.326 3.808 0.020  -0.55
O: -0.257 -3.553 -0.866  -0.65
O: 0.761 -1.463 0.967  -0.31
O: -1.991 4.023 0.600  -0.59
O: -0.576 3.349 2.415  -0.57
S: -0.744 3.272 0.920  0.70

Forces on atoms 1 to 3 (eV/Å):
-0.941 -0.561 1.216
0.177 -0.446 -0.532
0.917 0.540 -0.895

# 2
Formula: C14H25KN6O7P2S2
Source: the OMol25 dataset
Level of theory: ωB97M-V with the def2-TZVPD basis set

E_LUMO   0.151 Ha
F_max   0.71 eV Å⁻¹
Net charge   -2
Orbital gap   6.24 eV
ΔE to the lowest compared entry with this formula, charge and spin   0.000 eV

Last column: Mulliken charge in e.
Positions of all 57 atoms, in Å:
K: 0.813 -0.448 0.266  0.84
C: -3.089 -1.189 0.644  -0.89
C: -2.180 -2.278 1.243  -0.98
N: -1.025 -1.791 1.944  0.32
C: -1.065 -1.289 3.284  -0.90
C: -1.862 0.004 3.488  -0.64
S: -1.351 1.440 2.484  -0.12
C: -2.851 1.750 1.502  -0.98
C: -2.835 1.195 0.071  -0.50
N: -2.351 -0.146 -0.020  0.79
H: -3.705 -0.742 1.429  0.35
H: -3.793 -1.705 -0.031  0.36
H: -1.808 -2.889 0.418  0.33
H: -2.822 -2.931 1.868  0.30
H: -0.201 -2.353 1.768  0.20
H: -0.028 -1.103 3.573  0.31
H: -1.493 -2.014 4.008  0.32
H: -1.763 0.287 4.538  0.52
H: -2.923 -0.158 3.298  0.25
H: -2.993 2.832 1.451  0.48
H: -3.696 1.356 2.070  0.49
H: -2.175 1.809 -0.539  0.09
H: -3.864 1.334 -0.324  0.24
H: -2.055 -0.404 -0.958  -0.38
C: 2.083 1.191 -3.850  -1.52
C: 0.955 1.246 -2.852  0.22
N: 0.272 0.226 -2.471  0.37
N: 0.723 -0.990 -2.874  -0.68
C: -0.177 -1.947 -2.915  0.21
N: 0.372 -3.221 -3.008  -0.55
S: -1.882 -1.817 -2.964  -0.56
C: 0.631 2.543 -2.234  0.52
C: 0.943 3.748 -2.878  -0.85
C: 0.672 4.950 -2.254  -0.29
C: 0.106 4.936 -0.988  -0.99
C: -0.164 3.701 -0.420  0.12
N: 0.079 2.540 -1.012  0.30
H: 2.320 0.150 -4.050  0.38
H: 2.968 1.701 -3.462  0.35
H: 1.798 1.672 -4.792  0.29
H: 1.220 -3.302 -2.457  0.28
H: -0.309 -3.929 -2.786  0.28
H: 1.394 3.734 -3.862  0.30
H: 0.908 5.886 -2.746  0.39
H: -0.107 5.847 -0.443  0.37
H: -0.586 3.636 0.580  0.29
O: 4.107 -1.518 3.363  -0.63
P: 3.496 -0.546 2.220  0.57
O: 4.440 0.558 1.938  -0.78
O: 2.043 -0.270 2.480  -0.39
O: 3.500 -1.580 0.911  -0.28
P: 2.808 -3.044 0.888  0.80
O: 3.693 -3.752 -0.289  -0.54
O: 3.082 -3.728 2.191  -0.93
O: 1.427 -2.936 0.339  -0.56
H: 3.708 -2.407 3.202  0.44
H: 4.597 -3.847 0.020  0.28

Forces on atoms 1 to 3 (eV/Å):
-0.367 0.508 -0.333
-0.098 -0.012 -0.086
-0.133 -0.037 0.150

# 3
Formula: C12H17ClINOPYb
Source: the OMol25 dataset
Level of theory: ωB97M-V with the def2-TZVPD basis set

E_LUMO (alpha / beta)   -0.292 / -0.305 Ha
F_max   4.18 eV Å⁻¹
Net charge   +2
Orbital gap (alpha / beta)   7.29 / 6.96 eV
Spin multiplicity   2

Last column: Mulliken charge in e.
Positions of all 35 atoms, in Å:
C: -2.159 1.875 3.418  -0.97
I: -3.210 -0.063 2.911  0.30
H: -1.625 2.456 2.642  0.48
H: -1.519 1.641 4.272  0.47
H: -3.012 2.469 3.761  0.41
Yb: -0.759 0.822 1.462  0.75
P: -2.678 0.517 -0.793  0.80
C: -4.013 -0.721 -0.920  -1.18
C: -3.719 2.004 -0.527  -1.11
H: -1.425 1.340 -2.675  0.33
H: -3.147 1.002 -3.112  0.43
H: -1.965 -0.349 -2.943  0.37
C: -2.262 0.640 -2.569  -1.18
H: -3.066 2.888 -0.522  0.40
H: -4.440 2.049 -1.354  0.43
H: -4.794 -0.317 -1.580  0.42
H: -4.412 -0.905 0.085  0.30
H: -4.236 1.929 0.439  0.33
H: -3.612 -1.657 -1.332  0.40
C: -1.325 -1.417 0.605  0.21
O: -1.523 -2.540 0.444  -0.14
Cl: -0.428 2.653 -0.155  -0.41
N: 1.374 0.086 1.060  -0.55
C: 2.414 -0.305 0.682  0.28
C: 3.645 -0.840 0.223  0.60
C: 4.541 -0.040 -0.511  -0.35
C: 5.757 -0.572 -0.941  -0.58
C: 6.084 -1.903 -0.638  -0.33
C: 5.173 -2.716 0.045  -0.58
C: 3.956 -2.186 0.478  -0.36
H: 4.271 0.993 -0.752  0.42
H: 6.449 0.054 -1.510  0.40
H: 7.046 -2.315 -0.949  0.40
H: 5.391 -3.767 0.251  0.40
H: 3.226 -2.806 1.006  0.39

Forces on atoms 1 to 3 (eV/Å):
-0.918 -0.601 0.930
0.522 1.127 0.424
-0.557 0.125 0.012

# 4
Formula: B3H16NiO2
Source: the OMol25 dataset
Level of theory: ωB97M-V with the def2-TZVPD basis set

E_LUMO (alpha / beta)   0.004 / -0.067 Ha
F_max   5.26 eV Å⁻¹
Net charge   -1
Orbital gap (alpha / beta)   6.90 / 4.83 eV
Spin multiplicity   3

Last column: Mulliken charge in e.
Positions of all 22 atoms, in Å:
Ni: -5.575 -16.194 -5.839  0.93
B: -3.459 -15.166 -8.208  0.35
H: -3.836 -14.524 -7.426  -0.30
H: -3.719 -16.169 -7.910  -0.35
H: -4.011 -14.907 -9.098  -0.19
H: -2.425 -14.944 -8.424  -0.16
B: -7.422 -13.838 -4.458  0.19
H: -7.830 -13.909 -5.454  -0.23
H: -6.401 -13.488 -4.449  -0.24
H: -8.096 -13.217 -3.888  -0.12
H: -7.350 -14.817 -4.009  -0.26
B: -6.522 -19.212 -4.822  0.26
H: -5.821 -19.027 -5.620  -0.31
H: -6.468 -18.402 -4.111  -0.26
H: -7.546 -19.244 -5.161  -0.22
H: -6.280 -20.159 -4.363  -0.15
O: -3.177 -16.551 -3.836  -0.54
H: -3.041 -17.437 -3.501  0.30
H: -2.397 -16.068 -3.562  0.28
O: -7.619 -16.783 -8.154  -0.54
H: -7.664 -16.572 -9.086  0.28
H: -8.412 -17.292 -7.985  0.29

Forces on atoms 1 to 3 (eV/Å):
-0.257 0.049 0.067
-0.231 -0.223 -0.284
-1.714 3.312 3.712